# 1
A cluster of 2 separate species, C4H5N3 in total, computed with the ωB97M-V functional and the def2-TZVPD basis.

Properties
E_LUMO, eV: -0.38
Highest occupied orbital energy, eV: -9.79
Energy, eV: -8695.56077
Gap between HOMO and LUMO, eV: 9.41

XYZ file:
```
12
Properties=species:S:1:pos:R:3:nbo_charge:R:1
C 0.63081 -0.06237 0.57537 -0.2918
C 0.61346 -1.07533 1.35418 0.4471
N 0.06837 -2.13236 1.75889 -0.4398
C -1.05592 -2.23851 0.96763 0.2387
N -1.37308 -1.36487 0.03315 -0.4431
C -0.56364 -0.30664 -0.16735 0.0665
H -1.69160 -3.09808 1.15019 0.2100
H -0.86971 0.38489 -0.95271 0.2105
N 1.26532 2.67050 -1.16590 -1.0743
H 1.32345 2.11490 -2.01439 0.3514
H 0.34131 3.09234 -1.15143 0.3505
H 1.31123 2.01552 -0.38764 0.3742
```

---

# 2
The molecule C4H5N3, computed with the ωB97M-V functional and the def2-TZVPD basis.

Properties
E_LUMO, eV: 0.65
Highest occupied orbital energy, eV: -8.17
Energy, eV: -8697.88886
Gap between HOMO and LUMO, eV: 8.82

XYZ file:
```
12
Properties=species:S:1:pos:R:3:nbo_charge:R:1
N 2.09655 -0.46971 0.00471 -0.7990
C 0.76709 -0.13424 0.00677 0.5784
N -0.14627 -1.11252 0.26914 -0.5654
C -1.51501 -0.97838 0.33176 0.0123
C -1.86254 0.38004 0.09507 -0.4079
C -0.91521 1.34810 -0.13898 0.0917
N 0.41538 1.11144 -0.19870 -0.5197
H 2.69188 0.25526 -0.36900 0.4088
H 2.35593 -1.40682 -0.26535 0.3880
H 0.21933 -2.03999 0.45642 0.3997
H -2.91289 0.65843 0.11051 0.2168
H -1.19425 2.38839 -0.30235 0.1961
```

---

# 3
A cluster of 2 separate species, C4H5N3 in total in a non-equilibrium geometry, computed with the ωB97M-V functional and the def2-TZVPD basis.

Properties
E_LUMO (spin up / spin down), eV: 0.24 / 0.26
Highest occupied orbital energy (spin up / spin down), eV: -8.22 / -7.66
Energy, eV: -8692.37994
Gap between HOMO and LUMO (spin up / spin down), eV: 8.46 / 7.91

XYZ file:
```
12
Properties=species:S:1:pos:R:3:nbo_charge:R:1
C 2.77178 0.31623 0.12677 0.3942
C -2.35705 -0.17469 0.17067 -0.4994
C -1.97464 0.97233 -0.17754 -0.1423
C 0.68821 -0.28856 -0.21842 0.4794
N 3.84891 0.06736 0.50745 -0.3219
N 0.44440 -1.44920 -0.00141 -0.6976
N 1.57559 0.63471 -0.43870 -0.6708
H -3.34408 -0.40244 0.46657 0.1989
H -1.60845 -0.84156 0.34249 0.2300
H -2.16905 1.95927 -0.36587 0.1739
H 0.87430 -2.35143 0.25775 0.4044
H 1.25009 1.55798 -0.66976 0.4510
```

---

# 4
The molecule C4H5N3, computed with the ωB97M-V functional and the def2-TZVPD basis.

Properties
E_LUMO, eV: 0.93
Highest occupied orbital energy, eV: -7.77
Energy, eV: -8695.27638
Gap between HOMO and LUMO, eV: 8.71

XYZ file:
```
12
Properties=species:S:1:pos:R:3:nbo_charge:R:1
N -1.21967 -0.73637 1.83284 -0.7947
C -0.82421 0.45114 1.37723 0.2447
N 0.44018 0.63367 1.11374 -0.4191
C 1.18355 0.79970 0.09372 0.0340
C 0.73523 0.56556 -1.30603 -0.2119
C -0.06163 -0.56052 -1.73938 0.0623
N -0.77841 0.44629 -1.54958 -0.2648
H -2.17917 -0.83347 2.12269 0.3941
H -0.61591 -1.53856 1.98303 0.3645
H 2.17760 1.22456 0.23076 0.1846
H 1.29176 1.12404 -2.05862 0.1937
H -0.14932 -1.57604 -2.10040 0.2127
```

---

# 5
The molecule C4H5N3 in a non-equilibrium geometry, computed with the ωB97M-V functional and the def2-TZVPD basis.

Properties
E_LUMO, eV: 0.65
Highest occupied orbital energy, eV: -9.22
Energy, eV: -8696.00847
Gap between HOMO and LUMO, eV: 9.88

XYZ file:
```
12
Properties=species:S:1:pos:R:3:nbo_charge:R:1
H 2.48973 1.31031 2.12798 0.3252
N 1.93096 0.53400 1.65777 -0.6008
C 0.99112 1.28627 1.07762 0.2394
N 0.00760 0.61307 0.37644 -0.6139
C -0.02244 -0.58011 -0.36137 0.3433
C -1.21061 -0.77065 -1.14965 -0.1211
C -2.24291 -0.93907 -1.69851 -0.1670
N 0.92272 -1.47789 -0.38165 -0.5890
H 0.60410 -2.27856 -0.98648 0.3446
H 0.73400 2.36503 1.27771 0.1772
H -0.94506 1.05139 0.18094 0.4088
H -3.25920 -1.11380 -2.12078 0.2532
```

---

# 6
The molecule C4H5N3, computed with the ωB97M-V functional and the def2-TZVPD basis.

Properties
E_LUMO, eV: 0.66
Highest occupied orbital energy, eV: -8.84
Energy, eV: -8696.50970
Gap between HOMO and LUMO, eV: 9.51

XYZ file:
```
12
Properties=species:S:1:pos:R:3:nbo_charge:R:1
N -2.18394 0.50858 0.32417 -0.7329
C -1.09799 -0.11377 0.70187 0.1423
C 0.02665 0.18373 -0.29896 -0.2950
N 1.05581 0.96744 0.37221 -0.3972
C 2.03369 0.15355 0.49013 0.2235
N 1.89680 -1.13873 -0.07660 -0.4419
C 0.71252 -1.12874 -0.55832 0.1513
H -2.19296 1.16182 -0.45765 0.3595
H -3.06926 0.40204 0.81076 0.3967
H -0.31594 0.67861 -1.22377 0.1971
H 2.94949 0.37548 1.02900 0.1933
H 0.27734 -1.99946 -1.03871 0.2032
```

---

# 7
The molecule C4H5N3 in a non-equilibrium geometry, computed with the ωB97M-V functional and the def2-TZVPD basis.

Properties
E_LUMO, eV: -0.20
Highest occupied orbital energy, eV: -9.63
Energy, eV: -8696.15326
Gap between HOMO and LUMO, eV: 9.44

XYZ file:
```
12
Properties=species:S:1:pos:R:3:nbo_charge:R:1
N 2.55593 -0.25550 0.08329 -0.8466
C 0.91225 -0.14812 0.03767 0.5238
N 0.51375 -1.34290 0.11040 -0.3731
C -1.23820 -1.00492 0.23649 0.0388
C -1.85287 0.22286 0.16352 -0.3752
C -0.93313 1.30888 -0.05922 0.1432
N 0.35407 1.11293 -0.10355 -0.4848
H 2.73878 0.37729 -0.67843 0.3507
H 2.96746 -1.15660 -0.27629 0.3715
H -1.80573 -1.91186 0.42658 0.2044
H -2.93530 0.45234 0.25834 0.2447
H -1.27701 2.34560 -0.19880 0.2026
```

---

# 8
The molecule C4H5N3 in a non-equilibrium geometry, computed with the ωB97M-V functional and the def2-TZVPD basis.

Properties
E_LUMO, eV: 0.64
Highest occupied orbital energy, eV: -7.92
Energy, eV: -8696.07449
Gap between HOMO and LUMO, eV: 8.57

XYZ file:
```
12
Properties=species:S:1:pos:R:3:nbo_charge:R:1
N 2.20734 -1.20819 1.07667 -0.3081
C 1.64813 -0.61963 0.24861 0.2489
C 0.94400 0.18636 -0.79092 -0.3330
C -1.77739 -1.51826 -0.01884 -0.0556
N -1.47362 -0.35066 0.32381 -0.3906
C -1.07418 0.84499 0.36797 0.1705
N 0.12937 1.24592 -0.22426 -0.5915
H 1.71715 0.65115 -1.40624 0.2485
H 0.30898 -0.44468 -1.44812 0.2649
H -1.53139 -2.22139 0.79579 0.1539
H -1.68661 1.60969 0.82725 0.2017
H 0.63348 1.92539 0.33598 0.3903
```